[1]
Molecular formula: C31H67F2N8O8S
Method: DFT, wB97M-V/def2-TZVPD

Values from the calculation:
Net charge: +1

CARTESIAN COORDINATES (ANGSTROEM)
C1 1.183 -2.828 0.286
C2 2.043 -1.625 -0.097
C3 1.739 -0.360 0.735
C4 1.565 0.933 -0.063
C5 0.200 1.173 -0.762
C6 -0.798 0.013 -0.691
C7 -2.055 0.310 -1.535
C8 -3.417 -0.136 -0.940
C9 -4.349 -0.408 -2.133
C10 -3.993 -1.711 -2.836
F1 -5.680 -0.444 -1.732
C11 -3.312 -1.372 0.039
N1 -4.372 -2.327 0.149
N2 -3.271 -0.740 1.383
C12 -3.645 0.472 1.415
C13 -3.854 1.007 0.054
S1 -5.356 1.945 -0.186
O1 -6.497 1.239 0.260
O2 -5.243 2.554 -1.457
F2 -5.049 3.028 0.905
H1 0.128 -2.665 0.041
H2 1.496 -3.732 -0.239
H3 1.236 -3.012 1.362
H4 3.089 -1.911 0.021
H5 1.875 -1.399 -1.155
H6 0.900 -0.536 1.416
H7 2.600 -0.187 1.386
H8 2.364 1.033 -0.798
H9 1.719 1.755 0.634
H10 -0.271 2.058 -0.322
H11 0.371 1.400 -1.817
H12 -0.313 -0.868 -1.110
H13 -1.040 -0.168 0.356
H14 -2.097 1.384 -1.735
H15 -1.919 -0.154 -2.512
H16 -4.234 0.433 -2.821
H17 -3.976 -1.630 -3.919
H18 -4.681 -2.492 -2.525
H19 -3.000 -2.027 -2.513
H20 -2.424 -1.983 -0.130
H21 -4.315 -3.054 -0.554
H22 -5.293 -1.905 0.170
H23 -3.044 -1.310 2.192
H24 -3.739 1.025 2.342
H25 -3.097 1.802 -0.022
C14 4.805 2.492 0.131
O3 3.794 2.968 0.625
N3 5.722 1.800 0.820
C15 6.911 1.250 0.198
C16 5.512 1.597 2.249
H26 5.048 2.599 -0.940
H27 6.936 0.167 0.325
H28 7.804 1.669 0.660
H29 6.914 1.487 -0.865
H30 4.576 1.061 2.414
H31 5.443 2.558 2.761
H32 6.341 1.024 2.654
C17 9.458 0.916 2.987
O4 8.494 0.170 2.929
N4 10.053 1.298 4.127
C18 11.198 2.186 4.142
C19 9.522 0.800 5.386
H33 9.930 1.345 2.087
H34 12.058 1.698 4.603
H35 10.972 3.096 4.700
H36 11.460 2.459 3.121
H37 9.561 -0.289 5.411
H38 8.483 1.103 5.508
H39 10.114 1.203 6.204
C20 -1.958 -5.222 -1.708
O5 -2.903 -4.654 -1.172
N5 -0.985 -5.852 -1.044
C21 0.105 -6.524 -1.729
C22 -1.032 -5.877 0.409
H40 -1.848 -5.273 -2.802
H41 0.109 -7.587 -1.485
H42 1.064 -6.092 -1.438
H43 -0.017 -6.415 -2.804
H44 -1.950 -6.356 0.750
H45 -1.008 -4.863 0.809
H46 -0.175 -6.431 0.782
C23 -4.552 5.899 -4.980
O6 -3.495 5.312 -4.847
N6 -5.753 5.364 -4.684
C24 -6.993 6.092 -4.849
C25 -5.773 4.001 -4.182
H47 -4.614 6.933 -5.357
H48 -7.514 6.191 -3.895
H49 -7.652 5.582 -5.554
H50 -6.780 7.088 -5.232
H51 -5.185 3.935 -3.271
H52 -5.335 3.328 -4.921
H53 -6.799 3.702 -3.980
C26 -5.648 -8.892 -1.602
O7 -4.469 -8.975 -1.891
N7 -6.238 -7.757 -1.173
C27 -7.643 -7.690 -0.835
C28 -5.403 -6.576 -1.058
H54 -6.339 -9.748 -1.666
H55 -8.161 -6.965 -1.467
H56 -7.777 -7.399 0.209
H57 -8.100 -8.666 -0.983
H58 -4.965 -6.328 -2.025
H59 -4.583 -6.759 -0.364
H60 -5.997 -5.737 -0.703
C29 4.154 6.123 4.537
O8 4.534 4.988 4.757
N8 3.939 6.628 3.308
C30 3.489 7.986 3.098
C31 4.177 5.762 2.164
H61 3.950 6.846 5.346
H62 2.531 8.000 2.573
H63 4.215 8.549 2.507
H64 3.365 8.482 4.059
H65 3.548 4.876 2.211
H66 5.216 5.429 2.157
H67 3.966 6.306 1.246

These are the Mulliken partial charges, in e, on atoms 1 to 8: number 1, C, carries -0.449; number 2, C, carries -0.743; number 3, C, carries -0.536; number 4, C, carries -0.438; number 5, C, carries -1.168; number 6, C, carries 0.637; number 7, C, carries -1.859; number 8, C, carries 1.879


[2]
Molecular formula: C31H68BN3O6SSi2
Method: DFT, wB97M-V/def2-TZVPD

Values from the calculation:
Net charge: 0

CARTESIAN COORDINATES (ANGSTROEM)
C1 3.323 -2.668 1.887
C2 2.252 -3.109 2.906
C3 0.901 -2.404 2.760
C4 -0.075 -3.124 1.815
C5 0.405 -3.054 0.360
C6 -0.712 -2.849 -0.656
C7 -0.301 -3.162 -2.091
C8 0.961 -2.432 -2.581
C9 0.721 -1.081 -3.283
C10 1.080 0.185 -2.490
C11 2.445 0.141 -1.792
C12 3.237 1.438 -1.902
C13 2.760 2.617 -1.054
C14 2.868 2.392 0.487
Si1 1.182 2.808 1.167
O1 0.104 1.809 0.409
Si2 -1.560 2.068 0.489
C15 -2.454 0.743 1.519
C16 -3.592 0.127 0.736
C17 -3.764 -1.280 0.669
C18 -4.829 -1.849 -0.079
C19 -5.758 -1.032 -0.773
C20 -5.605 0.378 -0.717
C21 -6.555 1.281 -1.467
C22 -4.529 0.935 0.033
B1 -2.125 3.907 1.122
N1 -2.893 4.152 2.352
O2 -1.802 4.997 0.348
S1 1.332 2.351 3.339
C23 -0.215 1.834 4.051
O3 2.202 1.179 3.357
O4 1.883 3.485 4.059
H1 3.363 -3.378 1.060
H2 3.086 -1.691 1.474
H3 4.310 -2.663 2.341
H4 2.128 -4.192 2.859
H5 2.648 -2.884 3.895
H6 1.048 -1.395 2.375
H7 0.448 -2.363 3.751
H8 -1.044 -2.636 1.914
H9 -0.115 -4.163 2.142
H10 1.027 -3.916 0.112
H11 1.075 -2.195 0.285
H12 -1.128 -1.843 -0.578
H13 -1.524 -3.533 -0.398
H14 -1.136 -2.895 -2.742
H15 -0.129 -4.232 -2.211
H16 1.677 -2.366 -1.765
H17 1.421 -3.090 -3.319
H18 1.238 -1.088 -4.242
H19 -0.345 -1.026 -3.512
H20 0.266 0.409 -1.802
H21 1.093 1.006 -3.213
H22 3.058 -0.641 -2.239
H23 2.281 -0.100 -0.741
H24 4.261 1.224 -1.583
H25 3.300 1.776 -2.938
H26 3.347 3.506 -1.270
H27 1.719 2.810 -1.333
H28 3.565 3.135 0.874
H29 3.179 1.386 0.753
H30 0.983 4.248 0.925
H31 -2.073 1.925 -0.898
H32 -2.916 1.293 2.342
H33 -1.764 -0.016 1.879
H34 -3.074 -1.942 1.173
H35 -4.942 -2.923 -0.150
H36 -6.572 -1.460 -1.340
H37 -6.899 0.815 -2.387
H38 -6.024 2.186 -1.761
H39 -7.415 1.559 -0.862
H40 -4.447 2.019 0.019
H41 -2.552 5.034 2.737
H42 -3.849 4.378 2.076
H43 -1.485 4.717 -0.516
H44 -1.076 2.380 3.668
H45 -0.120 2.040 5.117
H46 -0.306 0.760 3.946
C24 7.062 7.493 1.540
C25 6.909 5.977 1.616
C26 5.988 5.396 0.534
O5 4.606 5.581 0.773
C27 4.090 6.839 0.377
N2 6.475 5.614 2.967
H47 6.180 8.011 1.913
H48 7.906 7.814 2.149
H49 7.245 7.820 0.514
H50 7.899 5.540 1.455
H51 6.135 4.312 0.515
H52 6.257 5.772 -0.463
H53 4.587 7.213 -0.522
H54 4.175 7.575 1.180
H55 3.029 6.705 0.163
H56 6.468 4.602 3.059
H57 5.497 5.874 3.062
C28 -2.872 -6.062 -1.514
C29 -4.369 -6.291 -1.338
C30 -4.960 -7.293 -2.340
O6 -5.155 -6.777 -3.642
C31 -4.013 -6.790 -4.478
N3 -5.055 -4.995 -1.384
H58 -2.652 -5.435 -2.378
H59 -2.466 -5.555 -0.639
H60 -2.339 -7.007 -1.631
H61 -4.519 -6.714 -0.340
H62 -5.956 -7.574 -1.988
H63 -4.362 -8.213 -2.378
H64 -3.382 -7.662 -4.283
H65 -3.423 -5.878 -4.363
H66 -4.362 -6.835 -5.509
H67 -6.039 -5.135 -1.171
H68 -5.056 -4.686 -2.353

These are the Mulliken partial charges, in e, on atoms 1 to 8: number 1, C, carries -0.704; number 2, C, carries -0.878; number 3, C, carries -0.294; number 4, C, carries -0.277; number 5, C, carries 0.718; number 6, C, carries 0.646; number 7, C, carries -1.160; number 8, C, carries -0.506


[3]
Molecular formula: C31H68Cl6O15
Method: DFT, wB97M-V/def2-TZVPD

Values from the calculation:
Net charge: 0

CARTESIAN COORDINATES (ANGSTROEM)
C1 14.618 19.859 19.094
C2 13.085 19.889 19.257
C3 12.615 18.851 20.284
O1 11.621 19.560 20.952
C4 11.824 20.844 20.876
O2 11.225 21.702 21.537
O3 12.700 21.093 19.923
H1 14.980 20.830 18.758
H2 14.881 19.175 18.287
H3 15.164 19.473 19.955
H4 12.539 19.872 18.314
H5 13.426 18.588 20.962
H6 12.250 17.915 19.861
C5 10.468 21.241 15.196
O4 10.940 21.235 13.801
C6 11.742 22.406 13.573
C7 12.510 22.211 12.251
O5 11.569 22.143 11.185
C8 12.182 21.837 9.968
C9 11.066 21.652 8.969
O6 10.179 20.648 9.484
C10 9.180 20.214 8.535
H7 10.073 22.208 15.507
H8 11.271 20.909 15.854
H9 9.598 20.598 15.330
H10 12.485 22.526 14.362
H11 11.142 23.312 13.662
H12 13.043 21.261 12.280
H13 13.182 23.059 12.118
H14 12.819 20.956 10.048
H15 12.759 22.734 9.742
H16 11.543 21.196 8.102
H17 10.526 22.570 8.739
H18 9.678 19.748 7.685
H19 8.623 21.092 8.208
H20 8.444 19.539 8.970
C11 16.190 16.594 20.907
O7 14.845 16.436 20.614
C12 14.582 15.438 19.593
C13 15.145 13.991 19.925
O8 14.639 13.422 21.106
C14 14.682 12.008 21.124
C15 16.099 11.331 21.220
O9 16.946 11.860 22.286
C16 18.344 11.777 22.121
H21 16.777 15.746 21.261
H22 16.303 17.372 21.662
H23 16.784 16.878 20.038
H24 15.042 15.783 18.667
H25 13.494 15.407 19.521
H26 16.234 14.014 19.961
H27 14.914 13.351 19.073
H28 14.080 11.639 20.294
H29 14.091 11.718 21.993
H30 16.583 11.535 20.265
H31 16.045 10.263 21.430
H32 18.697 12.494 21.379
H33 18.700 10.791 21.824
H34 18.837 12.048 23.054
C17 19.183 8.995 9.720
O10 19.324 10.037 10.715
C18 19.205 11.342 10.121
C19 19.241 12.311 11.311
O11 18.028 12.252 12.069
C20 17.809 13.402 12.881
C21 16.392 13.451 13.470
O12 16.008 12.351 14.317
C22 14.693 12.515 14.902
H35 20.063 8.958 9.078
H36 18.279 9.150 9.130
H37 19.027 8.033 10.209
H38 18.294 11.476 9.538
H39 20.056 11.512 9.461
H40 19.273 13.291 10.834
H41 20.176 12.177 11.856
H42 17.970 14.367 12.400
H43 18.428 13.263 13.767
H44 15.697 13.509 12.633
H45 16.251 14.359 14.056
H46 14.663 13.441 15.476
H47 14.520 11.729 15.638
H48 13.877 12.472 14.181
C23 8.763 23.511 12.016
O13 8.524 22.096 11.800
C24 7.683 21.511 12.799
C25 7.488 19.996 12.457
O14 8.766 19.399 12.238
C26 8.852 18.108 11.672
C27 10.269 17.561 11.527
O15 11.161 18.661 11.315
C28 12.505 18.209 11.241
H49 9.338 23.881 11.168
H50 9.341 23.662 12.928
H51 7.848 24.100 12.074
H52 6.725 22.024 12.893
H53 8.094 21.600 13.805
H54 6.820 19.864 11.605
H55 6.980 19.406 13.220
H56 8.299 18.029 10.736
H57 8.248 17.510 12.355
H58 10.353 16.841 10.713
H59 10.555 17.095 12.470
H60 13.231 19.021 11.205
H61 12.678 17.483 10.447
H62 12.841 17.692 12.140
Cl1 9.903 14.241 11.647
C29 11.510 13.590 11.970
Cl2 12.586 14.879 12.538
H63 11.525 12.837 12.757
H64 12.008 13.202 11.081
Cl3 12.945 18.872 15.885
C30 12.849 17.111 15.595
Cl4 14.404 16.372 15.861
H65 12.015 16.689 16.156
H66 12.568 17.021 14.546
Cl5 10.590 16.005 18.620
C31 9.469 17.415 18.637
Cl6 10.223 18.843 17.938
H67 8.635 17.218 17.964
H68 9.295 17.641 19.689

These are the Mulliken partial charges, in e, on atoms 1 to 8: number 1, C, carries -1.278; number 2, C, carries 1.975; number 3, C, carries 0.167; number 4, O, carries -0.329; number 5, C, carries 0.638; number 6, O, carries -0.640; number 7, O, carries -0.423; number 8, H, carries 0.409


no.,LUMO (eV),Kohn-Sham gap (eV)
1,-4.1490,6.3
2,0.0081,8.7
3,0.1331,9.1